Run w
{
  "formula": "C12H14BNO",
  "method": "ωB97M-V/def2-TZVPD",
  "elements": ["C", "B", "O", "C", "C", "C", "C", "C", "C", "C", "C", "C", "C", "C", "N", "H", "H", "H", "H", "H", "H", "H", "H", "H", "H", "H", "H", "H", "H"],
  "xyz": [[-0.09, -2.24, -0.77], [-0.22, -0.66, -0.90], [0.76, 0.21, -0.78], [2.02, 0.17, -0.35], [2.97, 1.00, -0.92], [4.27, 1.16, -0.40], [4.60, 0.45, 0.74], [3.66, -0.45, 1.22], [2.41, -0.64, 0.69], [-1.69, 0.22, -1.07], [-2.83, -0.35, -0.40], [-3.44, 0.56, 0.40], [-4.60, 0.39, 1.28], [-2.66, 1.73, 0.21], [-1.65, 1.59, -0.57], [-0.04, -2.58, -1.78], [-0.92, -2.68, -0.24], [0.86, -2.59, -0.36], [2.86, 1.71, -1.82], [4.84, 2.00, -0.65], [5.71, 0.51, 0.91], [3.97, -1.04, 2.01], [1.74, -1.26, 1.06], [-1.90, 0.43, -2.09], [-3.18, -1.37, -0.68], [-4.32, 0.44, 2.31], [-5.03, -0.58, 1.05], [-5.43, 1.09, 1.20], [-2.68, 2.77, 0.69]],
  "charge": 0,
  "e_homo_ev": -8.853,
  "orbital_gap_ev": 9.4692
}

Run x
{
  "formula": "C12H14BNO",
  "method": "ωB97M-V/def2-TZVPD",
  "elements": ["C", "O", "C", "C", "C", "C", "N", "C", "C", "C", "C", "B", "C", "C", "C", "H", "H", "H", "H", "H", "H", "H", "H", "H", "H", "H", "H", "H", "H"],
  "xyz": [[-5.20, -0.80, 0.62], [-4.41, 0.37, 0.52], [-3.10, 0.36, 0.15], [-2.55, 1.63, -0.13], [-1.18, 1.57, -0.43], [-0.40, 0.44, -0.50], [0.93, 0.51, -0.88], [1.95, -0.31, -0.31], [3.03, -0.48, -1.35], [4.27, -0.48, -0.87], [4.20, -0.40, 0.62], [4.11, 0.93, 1.35], [2.80, 0.07, 0.99], [-1.04, -0.79, -0.17], [-2.39, -0.79, 0.08], [-4.49, -1.62, 0.99], [-5.67, -0.98, -0.37], [-5.97, -0.36, 1.21], [-3.11, 2.48, -0.10], [-0.66, 2.51, -0.78], [1.12, 1.57, -0.96], [1.45, -1.29, -0.02], [2.80, -0.33, -2.41], [5.11, -0.76, -1.48], [4.77, -1.20, 0.95], [4.50, 2.03, 1.70], [2.50, -0.47, 1.96], [-0.48, -1.62, -0.41], [-2.91, -1.79, 0.03]],
  "charge": 0,
  "e_homo_ev": -7.284,
  "orbital_gap_ev": 7.4396
}

Relative stability in hartree, measured from the most stable structure: run w 0.0000; run x 0.1483

Run w
{
  "formula": "C3HClF2",
  "method": "ωB97M-V/def2-TZVPD",
  "elements": ["F", "C", "F", "C", "C", "Cl", "H"],
  "xyz": [[2.30, 0.58, -0.01], [0.94, 0.69, 0.30], [0.98, 1.66, 1.03], [-0.01, 0.08, -0.20], [-1.06, -0.62, -0.30], [-1.48, -1.84, 0.42], [-1.67, -0.55, -1.24]],
  "charge": 0,
  "e_homo_ev": -10.191,
  "orbital_gap_ev": 10.7959
}

Run x
{
  "formula": "C3HClF2",
  "method": "ωB97M-V/def2-TZVPD",
  "elements": ["C", "C", "C", "F", "F", "Cl", "H"],
  "xyz": [[-1.82, 1.66, -0.16], [-0.83, 0.96, -0.02], [-0.11, -0.33, 0.19], [-0.86, -1.41, 0.14], [0.51, -0.27, 1.47], [1.30, -0.07, -0.84], [-2.30, 2.56, -0.30]],
  "charge": 0,
  "e_homo_ev": -10.975,
  "orbital_gap_ev": 11.6630
}

Relative stability in hartree, measured from the most stable structure: run w 0.0509; run x 0.0000

Run w
{
  "formula": "C4H10N2OS",
  "method": "ωB97M-V/def2-TZVPD",
  "elements": ["C", "C", "C", "C", "H", "H", "H", "H", "H", "H", "H", "H", "H", "H", "N", "N", "O", "S"],
  "xyz": [[-2.23, -1.04, -0.44], [-1.26, -0.11, -0.21], [0.79, -0.14, 0.74], [2.29, -0.60, 0.67], [-2.41, -1.92, 0.12], [-2.15, -1.25, -1.57], [-3.16, -0.60, -0.20], [0.69, 0.73, 1.26], [0.24, -0.80, 1.37], [2.26, -1.55, 0.19], [2.58, -0.69, 1.81], [3.06, -0.50, -2.06], [-1.36, 2.82, -0.27], [-0.12, 2.09, -0.61], [-1.64, 1.04, 0.06], [-0.83, 2.16, 0.18], [0.13, -0.19, -0.54], [3.14, 0.55, -0.49]],
  "charge": 0,
  "e_homo_ev": -8.974,
  "orbital_gap_ev": 8.5315
}

Run x
{
  "formula": "C4H10N2OS",
  "method": "ωB97M-V/def2-TZVPD",
  "elements": ["N", "C", "C", "S", "C", "N", "C", "O", "H", "H", "H", "H", "H", "H", "H", "H", "H", "H"],
  "xyz": [[-1.06, -1.47, -1.06], [-0.31, -0.31, -0.55], [-1.01, 1.03, -0.86], [-0.08, 1.97, -2.12], [-0.07, -0.53, 0.96], [1.31, -0.87, 1.28], [2.18, 0.00, 1.86], [1.87, 1.05, 2.39], [-1.39, -1.34, -2.00], [-1.75, -1.82, -0.42], [0.62, -0.33, -1.10], [-1.99, 0.81, -1.26], [-1.20, 1.68, -0.01], [-1.06, 2.83, -2.39], [-0.73, -1.28, 1.39], [-0.27, 0.41, 1.46], [1.76, -1.44, 0.57], [3.21, -0.39, 1.85]],
  "charge": 0,
  "e_homo_ev": -9.144,
  "orbital_gap_ev": 9.9496
}

Run y
{
  "formula": "C4H10N2OS",
  "method": "ωB97M-V/def2-TZVPD",
  "elements": ["N", "C", "C", "S", "C", "N", "C", "O", "H", "H", "H", "H", "H", "H", "H", "H", "H", "H"],
  "xyz": [[0.94, 1.56, -1.11], [-0.10, 0.84, -0.59], [-1.37, 1.53, -0.39], [-1.06, 2.68, 0.98], [0.23, -0.55, -0.27], [-0.61, -1.38, 0.49], [-1.39, -0.86, 1.62], [1.33, -0.96, -0.61], [1.73, 0.91, -1.10], [0.92, 2.43, -0.57], [4.19, -2.64, -1.63], [-1.59, 2.12, -1.28], [-2.23, 0.89, -0.22], [3.84, -2.00, -1.80], [-0.04, -2.19, 0.70], [-2.44, -0.90, 1.33], [-1.07, 0.10, 2.01], [-1.27, -1.58, 2.45]],
  "charge": 0,
  "e_homo_ev": -7.862,
  "orbital_gap_ev": 5.9838
}

Run z
{
  "formula": "C4H10N2OS",
  "method": "ωB97M-V/def2-TZVPD",
  "elements": ["C", "N", "C", "O", "C", "N", "C", "S", "H", "H", "H", "H", "H", "H", "H", "H", "H", "H"],
  "xyz": [[-1.18, 1.72, -0.77], [-1.09, 0.34, -0.39], [-0.04, -0.30, -0.17], [-0.13, -1.65, -0.10], [-1.55, -2.15, 0.09], [1.36, 0.15, -0.22], [1.75, 1.18, 0.82], [2.63, -0.87, -0.70], [-0.07, 2.14, -0.96], [-1.77, 1.67, -1.76], [-1.99, 2.37, 0.00], [-1.39, -3.22, 0.44], [-2.28, -1.92, -0.76], [-1.92, -1.61, 1.01], [1.71, 0.66, 1.84], [0.80, 1.86, 0.99], [2.71, 1.68, 0.53], [2.45, -2.05, 0.11]],
  "charge": 0,
  "e_homo_ev": -8.703,
  "orbital_gap_ev": 9.4880
}

Relative stability in hartree, measured from the most stable structure: run w 0.1835; run x 0.0000; run y 0.0886; run z 0.1084

Run w
{
  "formula": "C4H10N2OS",
  "method": "ωB97M-V/def2-TZVPD",
  "elements": ["C", "C", "C", "C", "H", "H", "H", "H", "H", "H", "H", "H", "H", "H", "N", "N", "O", "S"],
  "xyz": [[1.49, -1.48, -0.69], [0.94, -0.02, -0.96], [-2.16, -0.80, 0.26], [-0.41, 1.51, 0.50], [2.27, -1.78, -1.30], [1.91, -1.36, 0.45], [0.56, -2.23, -0.72], [0.73, 0.02, -2.05], [1.72, 0.65, -0.70], [-1.19, -1.22, 1.17], [-2.94, -0.08, 0.88], [-2.71, -1.86, -0.28], [1.57, 1.30, 1.09], [0.80, 2.63, 1.62], [-0.32, 0.43, -0.25], [0.86, 1.88, 0.92], [-1.47, -0.11, -0.77], [-1.65, 2.53, 0.84]],
  "charge": 0,
  "e_homo_ev": -8.343,
  "orbital_gap_ev": 8.9708
}

Run x
{
  "formula": "C4H10N2OS",
  "method": "ωB97M-V/def2-TZVPD",
  "elements": ["C", "C", "C", "C", "N", "N", "O", "S", "H", "H", "H", "H", "H", "H", "H", "H", "H", "H"],
  "xyz": [[0.64, 1.76, 0.66], [-0.71, -0.48, -0.87], [-0.12, -1.62, 0.04], [-1.45, 0.68, 0.00], [0.86, -2.32, -0.67], [-0.65, 1.12, 1.11], [3.16, -1.28, -0.19], [2.32, -2.26, -0.99], [1.47, 1.14, 0.95], [0.87, 2.79, 0.97], [0.11, -0.05, -1.38], [-1.42, -1.01, -1.61], [0.11, -1.34, 1.02], [-0.82, -2.44, 0.09], [-1.57, 1.42, -0.79], [-2.38, 0.33, 0.50], [-1.13, 1.75, 1.65], [0.69, 1.82, -0.48]],
  "charge": 0,
  "e_homo_ev": -9.104,
  "orbital_gap_ev": 8.8347
}

Relative stability in hartree, measured from the most stable structure: run w 0.0783; run x 0.0000

Run w
{
  "formula": "C4H10N2OS",
  "method": "ωB97M-V/def2-TZVPD",
  "elements": ["N", "C", "C", "S", "C", "N", "C", "O", "H", "H", "H", "H", "H", "H", "H", "H", "H", "H"],
  "xyz": [[1.84, -0.48, 1.08], [0.48, 0.13, 0.65], [0.63, 1.32, -0.33], [1.21, 0.74, -1.89], [-0.79, -0.36, 1.12], [-2.07, 0.04, 0.28], [-1.82, -0.22, -1.19], [-0.84, -1.19, 2.09], [2.29, -0.50, 0.16], [2.30, 0.24, 1.68], [0.09, -3.30, 2.12], [1.36, 2.11, -0.02], [-0.35, 1.78, -0.37], [0.33, -3.31, 2.87], [-2.78, -0.51, 0.70], [-1.68, 0.69, -1.82], [-0.92, -0.81, -1.23], [-2.65, -0.82, -1.60]],
  "charge": 0,
  "e_homo_ev": -8.699,
  "orbital_gap_ev": 5.4249
}

Run x
{
  "formula": "C4H10N2OS",
  "method": "ωB97M-V/def2-TZVPD",
  "elements": ["N", "C", "C", "S", "C", "N", "C", "O", "H", "H", "H", "H", "H", "H", "H", "H", "H", "H"],
  "xyz": [[1.27, 1.48, -0.77], [0.72, 0.20, -0.56], [-0.33, -0.22, -1.46], [-1.60, 0.98, -1.01], [1.04, -0.49, 0.69], [0.26, -1.65, 1.07], [-1.18, -1.40, 1.32], [1.83, -0.09, 1.51], [0.51, 2.13, -0.94], [1.97, 1.53, -1.51], [0.18, 1.79, 1.91], [-0.01, -0.12, -2.50], [-0.65, -1.24, -1.26], [-0.40, 2.21, 1.72], [0.80, -1.73, 1.93], [-1.76, -1.94, 0.56], [-1.41, -0.35, 1.22], [-1.44, -1.77, 2.31]],
  "charge": 0,
  "e_homo_ev": -8.829,
  "orbital_gap_ev": 6.4210
}

Relative stability in hartree, measured from the most stable structure: run w 0.0666; run x 0.0000

Run w
{
  "formula": "C15H42ClO10",
  "method": "ωB97M-V/def2-TZVPD",
  "elements": ["Cl", "O", "O", "O", "O", "O", "H", "H", "C", "C", "C", "O", "H", "H", "H", "H", "H", "H", "H", "H", "C", "C", "C", "O", "H", "H", "H", "H", "H", "H", "H", "H", "C", "C", "C", "O", "H", "H", "H", "H", "H", "H", "H", "H", "C", "C", "C", "O", "H", "H", "H", "H", "H", "H", "H", "H", "C", "C", "C", "O", "H", "H", "H", "H", "H", "H", "H", "H"],
  "xyz": [[1.76, -8.04, 22.81], [0.38, -7.67, 22.61], [1.94, -9.43, 22.40], [2.59, -7.18, 22.00], [2.11, -7.88, 24.19], [3.00, -10.53, 19.62], [2.62, -9.88, 18.97], [2.75, -10.17, 20.50], [-1.90, -4.61, 23.79], [-2.31, -6.02, 24.11], [-1.67, -6.49, 25.41], [-3.72, -6.06, 24.21], [-1.87, -4.01, 24.69], [-2.65, -4.19, 23.11], [-0.95, -4.62, 23.25], [-1.89, -6.65, 23.32], [-0.62, -6.75, 25.27], [-2.16, -7.40, 25.77], [-1.70, -5.69, 26.16], [-3.97, -6.97, 24.41], [3.94, -7.27, 29.38], [3.37, -7.58, 28.00], [4.29, -7.09, 26.89], [3.24, -9.03, 27.93], [4.06, -6.20, 29.49], [4.88, -7.80, 29.47], [3.25, -7.66, 30.14], [2.37, -7.16, 27.83], [3.87, -7.29, 25.90], [5.24, -7.64, 26.92], [4.49, -6.02, 26.99], [2.84, -9.27, 27.09], [0.42, -6.26, 18.16], [0.66, -7.73, 18.37], [0.27, -8.61, 17.22], [2.06, -8.00, 18.64], [0.82, -5.70, 19.01], [-0.65, -6.04, 18.09], [0.86, -5.91, 17.23], [0.10, -8.06, 19.26], [0.81, -8.32, 16.31], [-0.80, -8.53, 17.00], [0.52, -9.64, 17.45], [2.30, -7.54, 19.47], [-0.29, -11.16, 24.57], [1.00, -11.28, 25.34], [0.87, -12.15, 26.55], [2.06, -11.77, 24.52], [-0.17, -10.61, 23.62], [-1.07, -10.67, 25.15], [-0.63, -12.14, 24.19], [1.33, -10.27, 25.64], [0.07, -11.73, 27.17], [1.78, -12.14, 27.16], [0.56, -13.16, 26.27], [2.10, -11.15, 23.78], [-2.76, -6.89, 20.66], [-3.27, -8.29, 21.11], [-4.65, -8.54, 20.55], [-2.38, -9.34, 20.61], [-3.19, -6.07, 21.26], [-2.97, -6.65, 19.62], [-1.69, -6.74, 20.84], [-3.19, -8.28, 22.20], [-4.64, -8.61, 19.46], [-5.28, -7.66, 20.73], [-5.16, -9.42, 20.96], [-1.48, -9.07, 20.82]],
  "charge": -1,
  "e_homo_ev": -7.261,
  "orbital_gap_ev": 9.9347
}

Run x
{
  "formula": "C15H42ClO10",
  "method": "ωB97M-V/def2-TZVPD",
  "elements": ["Cl", "O", "O", "O", "O", "O", "H", "H", "C", "C", "C", "O", "H", "H", "H", "H", "H", "H", "H", "H", "C", "C", "C", "O", "H", "H", "H", "H", "H", "H", "H", "H", "C", "C", "C", "O", "H", "H", "H", "H", "H", "H", "H", "H", "C", "C", "C", "O", "H", "H", "H", "H", "H", "H", "H", "H", "C", "C", "C", "O", "H", "H", "H", "H", "H", "H", "H", "H"],
  "xyz": [[-0.23, 0.56, -0.07], [0.09, 1.97, -0.04], [-0.96, 0.12, -1.24], [0.95, -0.27, -0.15], [-0.98, 0.31, 1.11], [-0.98, -2.03, 1.00], [-1.25, -1.16, 1.29], [-0.13, -1.91, 0.60], [1.88, 1.86, -3.42], [0.34, 2.14, -3.37], [-0.43, 0.93, -3.82], [0.00, 2.54, -2.07], [2.09, 1.41, -4.39], [2.03, 1.20, -2.57], [2.36, 2.82, -3.21], [0.11, 3.01, -3.98], [-1.50, 1.06, -4.03], [-0.29, -0.01, -3.30], [-0.09, 0.76, -4.85], [-0.33, 1.77, -1.59], [-0.82, -2.70, -3.43], [0.17, -1.98, -2.52], [0.38, -2.70, -1.17], [1.51, -1.97, -3.05], [-0.53, -3.70, -3.75], [-0.86, -2.14, -4.36], [-1.86, -2.82, -3.11], [-0.17, -0.97, -2.30], [-0.45, -2.65, -0.47], [1.17, -2.30, -0.53], [0.66, -3.73, -1.37], [2.22, -1.98, -2.41], [-3.78, 0.43, 2.27], [-3.01, 1.75, 2.04], [-3.08, 2.15, 0.58], [-3.70, 2.75, 2.72], [-4.82, 0.58, 2.57], [-3.44, -0.19, 3.09], [-3.70, -0.30, 1.46], [-1.96, 1.74, 2.32], [-2.64, 3.14, 0.49], [-4.08, 2.23, 0.15], [-2.41, 1.56, -0.04], [-3.87, 2.36, 3.59], [3.57, 1.17, 0.05], [3.77, -0.33, -0.30], [3.83, -1.21, 0.98], [2.66, -0.88, -1.08], [3.69, 1.85, -0.79], [4.27, 1.56, 0.79], [2.56, 1.35, 0.44], [4.71, -0.48, -0.83], [3.16, -0.77, 1.73], [4.86, -1.18, 1.33], [3.51, -2.25, 0.87], [1.82, -0.42, -1.01], [-1.86, -0.57, 3.62], [-0.48, 0.09, 3.99], [0.67, -0.79, 3.66], [-0.22, 1.37, 3.28], [-1.93, -0.83, 2.57], [-2.73, 0.05, 3.85], [-2.00, -1.58, 4.02], [-0.42, 0.29, 5.06], [1.59, -0.70, 4.25], [0.88, -0.82, 2.59], [0.47, -1.84, 3.90], [-0.03, 1.28, 2.34]],
  "charge": -1,
  "e_homo_ev": -6.310,
  "orbital_gap_ev": 9.2505
}

Relative stability in hartree, measured from the most stable structure: run w 0.0000; run x 0.3668

Run w
{
  "formula": "C4H8FN3",
  "method": "ωB97M-V/def2-TZVPD",
  "elements": ["H", "N", "C", "N", "C", "N", "C", "C", "F", "H", "H", "H", "H", "H", "H", "H"],
  "xyz": [[0.93, -2.14, -0.10], [1.66, -1.44, -0.32], [1.23, -0.25, -0.22], [2.07, 0.82, -0.37], [-0.19, 0.18, 0.10], [-0.45, 1.59, 0.14], [-1.04, -0.78, 0.94], [-1.28, -0.67, -0.51], [-2.41, 0.01, -0.92], [2.99, 0.61, -0.76], [1.65, 1.71, -0.57], [-0.47, 1.95, 1.11], [-1.32, 1.82, -0.26], [-0.58, -1.66, 1.34], [-1.77, -0.29, 1.59], [-1.02, -1.46, -1.17]],
  "charge": 0,
  "e_homo_ev": -9.095,
  "orbital_gap_ev": 10.0350
}

Run x
{
  "formula": "C4H8FN3",
  "method": "ωB97M-V/def2-TZVPD",
  "elements": ["H", "N", "C", "N", "N", "C", "C", "C", "F", "H", "H", "H", "H", "H", "H", "H"],
  "xyz": [[-1.60, -1.66, 0.19], [-0.68, -1.36, -0.20], [-0.43, -0.14, 0.24], [-1.24, 0.66, 0.97], [-2.57, 0.34, 1.35], [0.88, 0.47, -0.09], [2.03, -0.48, -0.38], [1.37, 0.30, -1.49], [2.08, 1.27, -2.04], [-1.05, 1.67, 1.06], [-3.13, 0.00, 0.57], [-2.52, -0.42, 2.06], [1.13, 1.46, 0.30], [1.86, -1.56, -0.25], [3.02, -0.18, -0.12], [0.86, -0.37, -2.19]],
  "charge": 0,
  "e_homo_ev": -9.243,
  "orbital_gap_ev": 10.1439
}

Relative stability in hartree, measured from the most stable structure: run w 0.0000; run x 0.0454

Run w
{
  "formula": "C4H5NO3",
  "method": "ωB97M-V/def2-TZVPD",
  "elements": ["C", "C", "C", "C", "N", "O", "O", "O", "H", "H", "H", "H", "H"],
  "xyz": [[1.54, -0.32, -0.02], [-0.37, -1.39, -0.16], [0.68, 0.60, -0.43], [-0.71, 0.03, -0.53], [-1.50, 0.72, 0.55], [-0.88, -2.46, -0.14], [0.90, 1.92, -0.61], [2.72, -0.71, 0.51], [-1.16, 0.01, -1.49], [-2.55, 0.58, 0.52], [-1.14, 0.38, 1.41], [-0.08, 2.24, -0.40], [2.56, -1.59, 0.81]],
  "charge": 0,
  "e_homo_ev": [-8.255, -8.255],
  "orbital_gap_ev": [8.5915, 8.5909]
}

Run x
{
  "formula": "C4H5NO3",
  "method": "ωB97M-V/def2-TZVPD",
  "elements": ["O", "C", "C", "C", "O", "N", "O", "C", "H", "H", "H", "H", "H"],
  "xyz": [[-2.66, 0.20, 0.09], [-1.30, 0.12, 0.07], [-0.48, 1.28, 0.02], [0.82, 0.83, -0.18], [2.05, 1.33, 0.05], [0.77, -0.54, -0.40], [1.86, -1.24, 0.16], [-0.56, -0.99, -0.11], [-3.01, -0.72, -0.04], [-0.81, 2.32, 0.00], [2.62, 0.60, -0.25], [1.59, -1.28, 1.14], [-0.90, -1.93, -0.54]],
  "charge": 0,
  "e_homo_ev": -8.228,
  "orbital_gap_ev": 8.8450
}

Relative stability in hartree, measured from the most stable structure: run w 0.0625; run x 0.0000